(1)
18
Properties=species:S:1:pos:R:3:mulliken_charge:R:1 method="wB97M-V/def2-TZVPD" charge=0 lumo_energy_ha=0.0213 relative_energy_kcal_mol=41.1 homo_energy_ev=-8.95
C -1.81439 0.59364 0.38304 -0.549
C -1.53294 -0.71740 0.03196 -0.400
C -0.78292 1.50623 0.50556 -0.690
C -0.22806 -1.11219 -0.18839 -0.467
C 0.53193 1.12367 0.28884 -0.346
C 0.80393 -0.18913 -0.05479 0.867
C 4.79262 -1.33846 -0.44143 0.196
C 3.18299 0.02857 -0.09085 0.088
O 5.67382 -1.33253 0.31900 -0.331
O 2.08457 -0.69932 -0.28827 -0.290
Cl 3.46978 0.59692 1.55113 -0.113
Cl 3.45513 1.33100 -1.27773 -0.152
H -2.83426 0.90003 0.55972 0.378
H -2.33196 -1.43695 -0.06771 0.363
H -0.99612 2.52957 0.77691 0.352
H 0.01560 -2.12587 -0.46176 0.401
H 1.31944 1.85332 0.39290 0.319
H 4.57953 -1.89086 -1.35040 0.374

(2)
22
Properties=species:S:1:pos:R:3:mulliken_charge:R:1 method="wB97M-V/def2-TZVPD" charge=0 lumo_energy_ha=0.0033 relative_energy_kcal_mol=7.7 smiles=ClC(Cl)(Cl)Cl.ClC(Cl)(Cl)Cl.c1ccccc1 homo_energy_ev=-9.33
C -0.92234 2.90146 1.20140 0.370
Cl -1.88819 2.03090 2.40131 -0.063
Cl -0.91528 4.60644 1.63487 -0.104
Cl 0.77276 2.27292 1.26565 -0.118
Cl -1.51884 2.75660 -0.45314 -0.082
C -0.51345 -0.65848 5.25882 0.371
Cl 0.91760 -0.78194 4.22053 -0.085
Cl -1.69695 -1.83027 4.63505 -0.113
Cl -0.15653 -1.16584 6.94501 -0.113
Cl -1.16813 0.92820 5.20111 -0.063
C 0.77533 -2.29517 -2.83492 -0.358
C 1.44980 -1.59782 -1.85319 -0.423
C 1.22551 -0.23360 -1.69496 -0.247
C 0.36721 0.43366 -2.52203 -0.212
C -0.34793 -0.27361 -3.50008 -0.490
C -0.08291 -1.62749 -3.69787 -0.367
H 1.02034 -3.34357 -2.95525 0.343
H 2.27889 -2.03734 -1.31193 0.348
H 1.68506 0.25418 -0.84277 0.239
H 0.32396 1.51146 -2.42576 0.452
H -0.98624 0.27639 -4.17831 0.367
H -0.61966 -2.12707 -4.49353 0.348

(3)
17
Properties=species:S:1:pos:R:3:mulliken_charge:R:1 method="wB97M-V/def2-TZVPD" multiplicity=3 charge=0 lumo_energy_ha="-0.0117 / -0.1220" homo_energy_ev="-7.24 / -9.65" s2=2.030
C 2.13741 1.50635 -0.59504 0.412
C -2.42495 -0.33177 0.57597 -0.439
C -1.97865 -0.97205 -0.57025 -0.462
C -1.56937 0.49368 1.28942 -0.555
C -0.67549 -0.80694 -0.99621 -0.547
C -0.27670 0.69662 0.84996 -0.408
C 0.18492 0.04169 -0.29557 1.117
C 1.56029 0.22150 -0.72994 -0.967
N 2.58310 2.55610 -0.47976 -0.472
O 2.52982 -0.63433 0.75784 -0.109
Cl 3.93327 -1.30039 0.25708 0.138
H -3.43915 -0.48058 0.91438 0.367
H -2.64769 -1.60869 -1.12790 0.372
H -1.91573 0.97869 2.18936 0.375
H -0.32628 -1.31642 -1.88172 0.332
H 0.39881 1.33265 1.39902 0.349
H 1.92638 -0.37612 -1.55665 0.496